(1)
The following is a DFT calculation (ωB97M-V/def2-TZVPD) of an isolated molecule of C4H4O2 in a non-equilibrium geometry.

Structure (XYZ):
```
10
Properties=species:S:1:pos:R:3:forces:R:3:lowdin_charge:R:1
O -0.3304 -1.6278 -0.6743 0.173 0.522 -0.272 0.066
O 0.4172 0.4721 -1.1358 0.067 0.005 -0.245 -0.025
C -1.0633 0.2719 1.5845 -0.427 0.333 0.133 0.136
C 0.7077 0.6976 0.2413 0.598 0.249 -0.226 -0.223
C -0.1137 -0.7229 -1.4386 -0.078 -0.265 0.156 -0.332
C -0.5383 1.1753 0.9621 0.149 -1.436 0.382 -0.062
H 1.5036 1.4241 0.3150 0.187 0.144 -0.360 0.112
H 1.0349 -0.2563 0.6718 0.099 0.413 -0.150 0.114
H -1.3001 -0.6786 1.9917 -0.769 0.045 0.469 0.065
H -0.3176 -0.7554 -2.5179 0.001 -0.009 0.114 0.148
```
Forces are in eV/Å.

## Properties
SMILES: C#CCOC=O
total charge: 0
relative energy (zero: lowest compared OMol25 entry of this formula, charge and spin): 73.9 kcal per mole
E_tot: -305.16176 hartree
LUMO: 0.0097 Eh

(2)
The following is a DFT calculation (ωB97M-V/def2-TZVPD) of an isolated molecule of C4H4O2S in a non-equilibrium geometry.

Structure (XYZ):
```
11
Properties=species:S:1:pos:R:3:forces:R:3:lowdin_charge:R:1
S 1.0726 1.5309 -0.0503 0.059 -0.228 0.045 1.041
O 0.9644 -1.0847 -0.2231 -0.032 0.098 0.004 0.022
O 3.0174 -0.2775 0.2022 -1.002 0.180 -0.114 0.069
C 1.8518 -0.0818 -0.0027 0.914 -0.087 0.039 -0.746
C -0.3642 -0.6652 -0.4347 0.334 0.122 0.132 -0.292
C -1.1165 -0.0778 0.7084 -1.062 -0.039 -0.096 -0.080
C -0.5305 0.8212 -0.3495 0.109 0.188 0.054 -0.503
H -0.8402 -1.2430 -1.2031 -0.145 -0.156 -0.104 0.152
H -1.1501 1.3708 -1.0463 -0.022 -0.151 0.062 0.105
H -0.6972 -0.0822 1.7004 0.307 0.008 0.054 0.115
H -2.2075 -0.2107 0.6988 0.540 0.064 -0.078 0.117
```
Forces are in eV/Å.

## Properties
SMILES: O=C1O[C@H]2C[C@H]2S1
total charge: 0
relative energy (zero: lowest compared OMol25 entry of this formula, charge and spin): 16.8 kcal per mole
E_tot: -703.46518 hartree
LUMO: 0.0227 Eh

(3)
The following is a DFT calculation (ωB97M-V/def2-TZVPD) of a 2-piece molecular cluster, C4H4O2S overall in a non-equilibrium geometry.

Structure (XYZ):
```
11
Properties=species:S:1:pos:R:3:forces:R:3:lowdin_charge:R:1
S 1.8938 -1.1497 -0.9378 0.091 0.362 -2.303 0.844
O 1.8157 -1.3462 1.6813 -1.121 0.905 0.767 0.102
O 0.7084 2.6401 0.2556 0.167 0.446 0.075 0.190
C 0.1377 1.6402 0.3595 0.567 0.840 -0.146 -0.240
C -1.1703 -0.1787 -0.7539 2.087 0.759 -1.159 -0.119
C -0.4677 0.5084 0.4094 -1.026 -2.716 1.493 -0.237
C 1.6345 -1.0741 0.5719 1.906 -1.621 1.324 -0.888
H -0.5211 -0.0642 1.3911 0.135 1.274 -1.183 0.143
H -0.6902 -1.2054 -0.9722 -0.761 1.917 -0.095 0.054
H -1.2202 0.5725 -1.6289 0.120 -1.716 1.060 0.117
H -2.1206 -0.3430 -0.3760 -2.167 -0.449 0.167 0.032
```
Forces are in eV/Å.

## Properties
SMILES: CC=C=O.O=C=S
total charge: 0
relative energy (zero: lowest compared OMol25 entry of this formula, charge and spin): 37.2 kcal per mole
E_tot: -703.43274 hartree
LUMO: 0.0103 Eh

(4)
The following is a DFT calculation (ωB97M-V/def2-TZVPD) of an isolated molecule of C4H4O2S2 in a non-equilibrium geometry.

Structure (XYZ):
```
12
Properties=species:S:1:pos:R:3:forces:R:3:lowdin_charge:R:1
S 1.0213 0.1798 -2.0910 1.897 -2.092 -0.305 0.850
S -1.8076 2.5219 -0.3003 0.132 0.933 -0.175 0.783
O 2.2971 -0.5443 0.1421 -4.721 2.446 -2.118 -0.059
O -1.8920 -0.0182 0.2370 -1.429 -0.787 0.582 -0.040
C -1.2028 1.1255 0.1268 0.285 -1.203 -0.500 -0.895
C -0.7578 -0.8078 0.7223 -1.737 0.123 1.008 -0.084
C 1.2538 0.0201 -0.3777 3.570 -1.611 2.428 -0.739
C 0.0695 0.4262 0.5315 3.673 0.860 1.392 -0.257
H -0.9031 -1.2686 1.7069 -0.082 0.902 0.198 0.140
H 0.5547 0.8836 1.4556 -0.724 -0.722 -1.034 0.183
H -0.6951 -1.6540 0.1056 0.851 -0.845 -1.423 0.113
H 2.0621 -0.8642 -2.2588 -1.716 1.997 -0.053 0.005
```
Forces are in eV/Å.

## Properties
SMILES: O=C(S)[C@@H]1COC1=S
total charge: 0
relative energy (zero: lowest compared OMol25 entry of this formula, charge and spin): 39.4 kcal per mole
E_tot: -1101.59842 hartree
LUMO: 0.0017 Eh

(5)
The following is a DFT calculation (ωB97M-V/def2-TZVPD) of an isolated molecule of C4H4O3.

Structure (XYZ):
```
11
Properties=species:S:1:pos:R:3:forces:R:3:lowdin_charge:R:1
O -1.6319 1.5063 -1.0492 0.264 -0.493 -0.038 0.161
O 0.3251 0.4932 -0.7213 -0.064 0.162 0.033 0.042
O -1.3357 -1.8554 -0.2767 -0.213 0.561 -0.243 0.093
C 0.9279 -0.0882 0.3900 0.255 -0.021 0.324 -0.177
C 1.9978 0.4809 0.9154 -0.122 -0.071 -0.083 0.056
C -1.0193 0.5070 -0.7909 -0.253 0.482 -0.155 -0.427
C -1.7951 -0.8093 -0.6541 0.058 -0.593 0.185 -0.127
H 0.4579 -0.9920 0.7527 0.060 0.069 -0.007 0.108
H 2.4226 1.3838 0.4933 -0.067 -0.062 0.048 0.073
H 2.4555 0.0426 1.7921 0.021 -0.035 -0.130 0.063
H -2.8502 -0.6854 -0.9558 0.063 0.002 0.065 0.137
```
Forces are in eV/Å.

## Properties
SMILES: C=COC(=O)C=O
total charge: 0
relative energy (zero: lowest compared OMol25 entry of this formula, charge and spin): 39.2 kcal per mole
E_tot: -380.48451 hartree
LUMO: -0.0269 Eh

(6)
The following is a DFT calculation (ωB97M-V/def2-TZVPD) of an isolated molecule of C4H4O3 in a non-equilibrium geometry.

Structure (XYZ):
```
11
Properties=species:S:1:pos:R:3:forces:R:3:lowdin_charge:R:1
O -1.3765 -0.5700 -1.4887 -0.928 0.029 0.309 0.012
O 0.5090 1.9462 1.1070 -2.282 -1.021 -2.685 0.063
O -1.5160 1.6896 0.0181 1.192 -4.608 -1.196 0.049
C -0.3216 -0.9624 -0.9778 -3.433 3.428 -1.207 -0.137
C 0.2094 -0.0137 0.0238 4.596 -6.062 -0.388 -0.197
C 1.2888 -0.5446 0.6854 -0.278 -1.118 1.662 0.160
C -0.2274 1.2867 0.3319 -0.921 4.938 3.840 -0.468
H -0.0890 -1.8318 -1.5367 2.210 -1.462 0.734 0.129
H -1.8935 0.7152 -0.4394 1.087 3.574 0.772 0.184
H 1.6898 -1.6269 0.6974 -1.052 1.681 -1.169 0.118
H 1.7270 -0.0883 1.5790 -0.190 0.621 -0.670 0.088
```
Forces are in eV/Å.

## Properties
SMILES: C=C(C=O)C(=O)O
total charge: 0
relative energy (zero: lowest compared OMol25 entry of this formula, charge and spin): 58.7 kcal per mole
E_tot: -380.45355 hartree
LUMO: -0.0359 Eh

(7)
The following is a DFT calculation (ωB97M-V/def2-TZVPD) of an isolated molecule of C4H4O3 in a non-equilibrium geometry.

Structure (XYZ):
```
11
Properties=species:S:1:pos:R:3:forces:R:3:lowdin_charge:R:1
O 1.3584 -0.9001 1.5104 -0.119 1.014 -0.929 0.070
O -1.3570 -0.5661 -0.7329 0.415 0.800 0.485 0.008
O -0.4181 1.9954 0.6021 0.048 -1.482 0.518 0.073
C 0.5031 -0.2294 0.6626 0.276 0.560 3.308 -0.227
C 0.0697 -0.7279 -0.4948 -1.551 -1.199 -2.974 -0.123
C -0.4737 -0.0826 -1.6985 1.433 -0.770 -1.146 -0.114
C -0.2352 0.9649 1.2275 0.650 0.428 0.519 -0.161
H -0.3522 -0.6406 -2.6183 -0.447 -0.059 -0.178 0.105
H 1.7055 -1.6741 1.0309 -0.208 0.287 0.152 0.124
H -0.3370 0.9886 -1.7908 -0.316 0.143 0.150 0.115
H -0.4635 0.8717 2.3019 -0.181 0.278 0.094 0.129
```
Forces are in eV/Å.

## Properties
SMILES: O=C/C(O)=C1/CO1
total charge: 0
relative energy (zero: lowest compared OMol25 entry of this formula, charge and spin): 125.0 kcal per mole
E_tot: -380.34787 hartree
LUMO (alpha / beta): -0.0293 / -0.0400 Eh

(8)
The following is a DFT calculation (ωB97M-V/def2-TZVPD) of an isolated molecule of C4H4O3.

Structure (XYZ):
```
11
Properties=species:S:1:pos:R:3:forces:R:3:lowdin_charge:R:1
O -1.8363 1.2051 0.8364 0.351 -0.062 -0.376 0.094
O -0.6214 -1.1987 -0.6853 -0.072 -0.079 -0.168 0.022
O 1.7701 1.4322 -0.6207 -0.154 -0.520 -0.022 0.082
C 1.3419 0.3030 -0.6310 0.132 0.331 0.020 -0.166
C -0.2530 -1.2209 0.6776 0.055 -0.103 0.277 -0.055
C -0.0318 -0.0203 -0.1399 0.135 0.178 0.057 -0.367
C -0.9749 1.1551 -0.0047 -0.399 0.081 0.281 -0.145
H 1.9345 -0.5596 -0.9946 -0.040 0.059 0.007 0.144
H 0.5834 -1.8754 0.9235 -0.093 0.165 -0.061 0.127
H -1.0737 -1.1776 1.3898 0.088 -0.017 -0.105 0.126
H -0.8388 1.9572 -0.7511 -0.003 -0.033 0.088 0.139
```
Forces are in eV/Å.

## Properties
SMILES: O=CC1(C=O)CO1
total charge: 0
relative energy (zero: lowest compared OMol25 entry of this formula, charge and spin): 51.6 kcal per mole
E_tot: -380.46474 hartree
LUMO: 0.0067 Eh

(9)
The following is a DFT calculation (ωB97M-V/def2-TZVPD) of an isolated molecule of C4H4O3.

Structure (XYZ):
```
11
Properties=species:S:1:pos:R:3:forces:R:3:lowdin_charge:R:1
O 0.3864 -2.0222 0.6434 -0.139 -0.006 -0.059 0.089
O -1.0599 0.6520 -2.2835 0.174 0.171 0.271 0.044
O 1.3892 0.3641 1.6308 -0.540 -0.030 0.250 0.057
C -0.5845 1.0037 -1.2251 -0.188 -0.064 -0.353 -0.252
C -0.1091 0.1096 -0.1782 0.166 -0.055 -0.062 -0.165
C 0.0244 -1.2294 -0.3489 -0.146 0.147 0.025 -0.072
C 0.3642 0.7157 1.0757 0.307 0.125 0.119 -0.222
H -0.2604 1.5076 1.5262 0.126 0.216 -0.163 0.134
H -0.4396 2.0786 -0.9766 -0.212 -0.066 -0.198 0.128
H -0.1895 -1.7403 -1.2869 -0.041 0.143 0.207 0.153
H 0.4788 -1.4393 1.4230 0.494 -0.581 -0.035 0.106
```
Forces are in eV/Å.

## Properties
SMILES: O=CC(C=O)=CO
total charge: 0
relative energy (zero: lowest compared OMol25 entry of this formula, charge and spin): 32.8 kcal per mole
E_tot: -380.49473 hartree
LUMO: -0.0142 Eh

(10)
The following is a DFT calculation (ωB97M-V/def2-TZVPD) of an isolated molecule of C4H4O3 in a non-equilibrium geometry.

Structure (XYZ):
```
11
Properties=species:S:1:pos:R:3:forces:R:3:lowdin_charge:R:1
O -2.0939 -1.1273 0.0308 -4.363 0.963 2.650 0.079
O 2.1775 -1.0073 0.1826 3.979 0.614 -1.400 0.104
O 0.0555 -1.1612 -0.3338 -0.737 -3.017 0.795 0.202
C -0.9938 -0.4042 -0.0787 -3.578 -6.091 -0.914 -0.552
C 0.6514 0.8833 -0.0800 1.193 3.609 0.825 -0.014
C 1.0758 -0.3749 -0.1675 1.052 2.077 0.269 -0.493
C -0.8306 0.8242 -0.0376 1.557 8.860 -0.847 -0.027
H 1.2997 1.7722 0.2145 -1.033 -1.400 -0.620 0.130
H 3.0081 -0.5104 -0.1818 -2.341 -1.356 1.044 0.183
H -2.7518 -0.5800 0.7060 2.557 -2.241 -2.828 0.219
H -1.5977 1.6854 -0.2546 1.715 -2.017 1.026 0.168
```
Forces are in eV/Å.

## Properties
SMILES: Oc1ccc(O)o1
total charge: 0
relative energy (zero: lowest compared OMol25 entry of this formula, charge and spin): 66.7 kcal per mole
E_tot: -380.44077 hartree
LUMO: 0.0221 Eh